Below is the ion C9H18NO with charge +1, with properties calculated with ωB97M-V/def2-TZVPD.

Last column: Löwdin charge in e.
Atoms and positions in Å:
C  -1.845  -0.767  -1.227  -0.020
C  -1.363  0.061  -0.118  -0.459
C  -2.283  0.029  1.135  0.012
C  -0.893  1.470  -0.424  -0.062
C  0.241  1.903  0.551  -0.243
O  1.336  2.692  0.068  0.001
C  0.881  0.519  1.068  0.013
N  -0.024  -0.561  0.465  0.114
C  1.408  -0.476  0.105  -0.390
C  2.260  -1.559  0.615  0.007
C  1.787  -0.171  -1.356  0.020
H  -2.689  -0.401  -1.863  0.130
H  -2.235  -1.720  -0.877  0.093
H  -0.994  -1.144  -1.797  0.096
H  -2.512  -1.043  1.321  0.103
H  -3.221  0.457  0.738  0.112
H  -1.843  0.573  1.979  0.098
H  -1.613  2.285  -0.338  0.142
H  -0.460  1.454  -1.426  0.114
H  -0.148  2.303  1.552  0.167
H  1.184  3.218  -0.723  0.110
H  1.128  0.447  2.044  0.125
H  -0.234  -1.418  0.913  0.164
H  2.208  -2.496  0.151  0.093
H  2.070  -1.679  1.652  0.095
H  3.273  -1.359  0.526  0.092
H  1.248  0.615  -1.889  0.079
H  1.955  -1.113  -1.903  0.108
H  2.725  0.332  -1.314  0.088

Forces on the atoms, in the same order (eV/Å):
-0.7 -1.7 -1.4
1.2 1.0 2.6
-0.2 -0.6 -1.8
1.2 1.3 -0.2
1.2 -1.6 1.7
-0.7 -0.7 0.6
-1.8 0.5 -4.3
-0.6 0.9 0.1
0.3 1.5 -3.0
-1.0 -0.1 1.3
-0.1 0.3 0.5
1.1 0.3 0.5
-0.3 -0.1 0.6
-0.1 0.7 -0.7
0.2 0.7 0.5
0.2 0.1 0.8
-0.5 -0.2 -0.2
-0.6 -0.5 -0.4
-0.2 0.3 0.0
0.2 0.1 -1.7
-0.6 0.0 0.0
0.7 -0.4 3.0
-0.2 -0.8 1.2
-0.9 -1.4 -1.0
-0.1 -0.4 1.2
2.0 1.1 -0.2
-0.6 -0.7 0.0
-0.5 0.5 0.0
1.2 0.1 0.3

Calculated values
ΔE to the lowest compared entry with this formula, charge and spin ... 0.0 kcal/mol
Frontier orbital gap ... 0.435 hartree
Total charge ... +1
SMILES string ... CC1(C)C[C@H](O)[C@H]2[N@@H+]1C2(C)C
E_HOMO ... -0.5291 hartree